Entry 1:
The following is a quantum chemistry calculation of 3 unconnected molecules or ions with the total composition C36H57ClFN6O8, from the OMol25 dataset.

Geometry as XYZ:
```
109
C36H57ClFN6O8 the ωB97M-V functional and the def2-TZVPD basis
C -1.375 1.396 2.866
C -2.351 1.949 2.094
C -2.209 2.380 0.654
N -1.217 1.598 -0.106
C -1.618 0.533 -0.708
O -2.840 0.049 -0.688
C -3.817 0.604 -1.611
C -5.070 -0.279 -1.539
C -0.474 -0.243 -1.398
Cl -0.875 -1.898 -0.772
C -0.654 -0.090 -2.938
C -1.135 -1.301 -3.795
N -2.497 -1.696 -3.529
N -0.203 -2.413 -3.802
N -1.131 -0.814 -5.209
C 0.770 0.458 -0.716
C 1.296 -0.418 0.454
C 2.641 -0.037 1.132
C 2.514 -0.083 2.684
C 3.342 1.049 3.306
O 4.701 0.961 2.884
C 1.976 0.604 -1.671
C 2.536 -0.736 -2.194
C 4.006 -0.992 -1.803
O 2.471 -0.704 -3.636
C 0.249 1.879 -0.315
C 0.998 2.558 0.826
C 0.461 3.822 1.468
F 0.309 4.899 0.608
C 0.140 2.884 -1.522
C 1.391 3.694 -1.902
C 1.569 3.713 -3.430
O 0.795 4.787 -3.934
C 0.313 4.540 -5.253
H -1.067 1.895 3.782
H -0.865 0.468 2.621
H -3.345 2.058 2.526
H -1.951 3.437 0.674
H -3.199 2.318 0.212
H -4.112 1.624 -1.365
H -3.477 0.605 -2.641
H -4.895 -1.095 -0.848
H -5.900 0.312 -1.151
H -5.361 -0.632 -2.520
H 0.261 0.242 -3.418
H -1.354 0.733 -3.088
H -2.576 -2.652 -3.220
H -3.085 -1.524 -4.329
H -0.533 -3.166 -3.218
H 0.720 -2.130 -3.504
H -0.178 -0.561 -5.449
H -1.702 0.029 -5.239
H 0.507 -0.469 1.208
H 1.425 -1.446 0.132
H 3.385 -0.791 0.903
H 3.008 0.954 0.892
H 2.938 -1.016 3.048
H 1.489 0.089 3.015
H 2.928 2.004 2.965
H 3.250 1.013 4.393
H 4.929 1.777 2.440
H 1.681 1.145 -2.567
H 2.743 1.240 -1.236
H 1.909 -1.584 -1.926
H 4.522 -1.372 -2.683
H 4.101 -1.735 -1.016
H 4.484 -0.051 -1.535
H 3.231 -0.222 -3.973
H 1.047 1.842 1.650
H 2.033 2.722 0.540
H -0.473 3.687 2.004
H 1.182 4.123 2.232
H -0.261 2.389 -2.403
H -0.620 3.597 -1.200
H 2.320 3.285 -1.509
H 1.323 4.739 -1.620
H 2.625 3.911 -3.648
H 1.259 2.771 -3.891
H -0.575 3.903 -5.201
H 0.028 5.503 -5.665
H 1.092 4.068 -5.854
C 7.987 -2.258 6.005
C 7.646 -3.604 6.017
C 6.664 -4.079 5.163
C 6.041 -3.191 4.305
C 6.362 -1.845 4.282
C 7.343 -1.380 5.142
N 5.014 -3.694 3.382
O 4.730 -4.869 3.430
O 4.506 -2.893 2.618
H 8.758 -1.892 6.670
H 8.147 -4.285 6.690
H 6.395 -5.125 5.168
H 5.862 -1.163 3.608
H 7.609 -0.332 5.136
C -8.292 -2.979 3.062
C -9.400 -3.037 2.228
C -9.243 -2.948 0.855
C -7.969 -2.804 0.337
C -6.853 -2.738 1.152
C -7.020 -2.826 2.524
N -7.799 -2.732 -1.122
O -8.795 -2.777 -1.807
O -6.667 -2.631 -1.560
H -8.419 -3.055 4.133
H -10.389 -3.156 2.648
H -10.102 -2.993 0.202
H -5.866 -2.624 0.730
H -6.158 -2.780 3.175
```

Computed properties:
- Charge: +1
- Lowest unoccupied orbital energy: -2.9 eV
- Electronic energy: -2895.894027 Ha
- Highest occupied orbital energy: -11.512 eV
- Spin multiplicity: 1

=====

Entry 2:
The following is a quantum chemistry calculation of 9 unconnected molecules or ions with the total composition C36H58ClO26PS, from the OMol25 dataset.

Geometry as XYZ:
```
123
C36H58ClO26PS the ωB97M-V functional and the def2-TZVPD basis
C 1.052 7.323 1.383
C 1.152 5.689 1.277
Cl -0.252 5.008 0.235
C 2.551 5.291 0.521
P 4.110 5.370 1.658
S 3.539 4.370 3.468
C 4.949 3.589 4.423
O 2.830 5.458 4.362
O 2.541 3.216 3.064
H 0.314 7.762 0.573
H 0.612 7.628 2.435
H 2.136 7.782 1.334
H 1.023 5.250 2.354
H 2.772 6.001 -0.388
H 2.506 4.164 0.137
H 4.301 6.805 1.894
H 4.766 3.849 5.571
H 4.812 2.410 4.322
H 6.021 3.958 4.121
C -0.558 4.385 -5.792
C -0.098 3.660 -4.544
C -0.646 4.244 -3.276
O 0.349 3.906 -2.326
C 1.525 3.803 -3.018
O 2.624 3.720 -2.499
O 1.302 3.806 -4.366
H -0.105 3.933 -6.681
H -1.646 4.345 -5.895
H -0.241 5.433 -5.780
H -0.320 2.589 -4.623
H -1.608 3.806 -2.999
H -0.744 5.335 -3.303
C -4.343 5.783 -9.108
C -4.030 4.309 -9.257
C -4.888 3.425 -8.403
O -4.055 2.300 -8.189
C -2.767 2.750 -8.279
O -1.786 2.103 -7.956
O -2.725 4.022 -8.779
H -3.668 6.379 -9.732
H -5.375 6.002 -9.400
H -4.189 6.118 -8.076
H -4.076 4.016 -10.313
H -5.813 3.130 -8.907
H -5.136 3.864 -7.430
C -0.968 -1.075 -0.734
C -1.994 -0.515 -1.698
C -1.428 -0.171 -3.042
O -2.289 0.863 -3.484
C -2.775 1.468 -2.358
O -3.389 2.521 -2.352
O -2.481 0.737 -1.241
H -1.433 -1.281 0.237
H -0.529 -2.002 -1.115
H -0.166 -0.353 -0.548
H -2.847 -1.199 -1.783
H -1.454 -1.017 -3.734
H -0.406 0.223 -2.999
C -3.646 -3.252 4.575
C -2.973 -2.859 3.276
C -3.179 -1.421 2.906
O -3.083 -1.449 1.494
C -3.467 -2.703 1.105
O -3.698 -3.027 -0.046
O -3.559 -3.542 2.180
H -3.486 -4.316 4.778
H -3.255 -2.672 5.416
H -4.731 -3.106 4.518
H -1.908 -3.118 3.307
H -2.411 -0.768 3.332
H -4.167 -1.035 3.180
C 2.902 -4.433 5.132
C 1.531 -4.078 5.671
C 0.408 -4.734 4.926
O -0.661 -3.823 5.115
C -0.091 -2.593 5.295
O -0.707 -1.541 5.290
O 1.258 -2.699 5.482
H 3.679 -3.904 5.695
H 3.090 -5.508 5.201
H 3.009 -4.121 4.087
H 1.479 -4.290 6.745
H 0.154 -5.716 5.336
H 0.593 -4.833 3.851
C -0.865 11.001 -7.960
C -2.272 10.463 -7.795
C -2.358 9.287 -6.871
O -3.493 8.594 -7.359
C -3.590 8.900 -8.689
O -4.327 8.331 -9.475
O -2.750 9.926 -9.018
H -0.860 11.839 -8.666
H -0.458 11.346 -7.005
H -0.197 10.240 -8.376
H -2.952 11.267 -7.489
H -2.508 9.586 -5.830
H -1.492 8.619 -6.929
C 2.203 -9.574 8.977
C 1.177 -9.014 8.013
C 1.744 -8.669 6.669
O 0.882 -7.636 6.227
C 0.396 -7.030 7.353
O -0.218 -5.978 7.359
O 0.691 -7.761 8.469
H 1.739 -9.779 9.948
H 2.642 -10.500 8.596
H 3.006 -8.852 9.163
H 0.324 -9.698 7.928
H 1.717 -9.516 5.977
H 2.765 -8.276 6.712
C 4.532 -9.734 1.897
C 4.824 -10.150 3.324
C 5.147 -11.606 3.469
O 4.736 -11.883 4.796
C 3.743 -10.988 5.087
O 3.021 -11.055 6.066
O 3.668 -10.011 4.135
H 4.276 -8.669 1.858
H 5.393 -9.911 1.247
H 3.668 -10.276 1.497
H 5.614 -9.519 3.749
H 6.214 -11.811 3.345
H 4.578 -12.250 2.789
```

Computed properties:
- Lowest unoccupied orbital energy: 0.1 eV
- Energy above the lowest of the compared OMol25 structures with the same formula, charge and spin: 75.0 kcal per mole
- SMILES: C[C@@H](Cl)CPS(C)(=O)=O.C[C@@H]1COC(=O)O1.C[C@@H]1COC(=O)O1.C[C@@H]1COC(=O)O1.C[C@@H]1COC(=O)O1.C[C@@H]1COC(=O)O1.C[C@@H]1COC(=O)O1.C[C@@H]1COC(=O)O1.C[C@@H]1COC(=O)O1
- Electronic energy: -4562.505706 Ha
- Highest occupied orbital energy: -8.895 eV
- Spin multiplicity: 1

=====

Entry 3:
The following is a quantum chemistry calculation of a molecular structure, C36H59CoN5Si2Te, from the OMol25 dataset.

Geometry as XYZ:
```
104
C36H59CoN5Si2Te the ωB97M-V functional and the def2-TZVPD basis
Co -1.164 0.924 0.206
C -0.034 2.917 -2.180
N 0.274 3.002 -0.764
C 1.688 3.276 -0.557
C -0.493 4.072 -0.139
C -1.956 3.762 0.056
C -2.844 4.837 0.025
C -4.191 4.660 0.293
C -4.640 3.381 0.597
C -3.751 2.315 0.605
C -2.382 2.449 0.326
H 0.222 3.855 -2.707
H -1.101 2.722 -2.304
H 0.526 2.095 -2.625
H 1.961 4.278 -0.934
H 2.299 2.542 -1.075
H 1.917 3.227 0.509
H -0.396 4.997 -0.739
H -0.029 4.282 0.829
H -2.467 5.831 -0.208
H -4.876 5.501 0.267
H -5.689 3.211 0.817
H -4.146 1.333 0.833
C 4.857 -1.866 2.011
Si 5.166 -0.042 1.616
C 7.023 0.210 1.957
C 4.258 0.975 2.913
C 4.587 0.365 -0.060
Te 2.130 -0.299 -0.232
C 2.952 -1.775 -1.601
Si 3.023 -1.196 -3.374
C 1.697 0.040 -3.855
C 4.678 -0.385 -3.736
C 2.870 -2.690 -4.520
H 5.173 -2.124 3.026
H 5.394 -2.518 1.314
H 3.791 -2.088 1.918
H 7.296 -0.108 2.968
H 7.292 1.265 1.850
H 7.630 -0.358 1.246
H 4.566 0.698 3.925
H 3.177 0.825 2.842
H 4.453 2.043 2.783
H 5.199 -0.096 -0.843
H 4.578 1.448 -0.240
H 2.404 -2.709 -1.497
H 3.958 -1.932 -1.216
H 1.992 1.044 -3.542
H 0.733 -0.173 -3.389
H 1.562 0.048 -4.940
H 4.856 0.437 -3.039
H 4.692 0.017 -4.753
H 5.505 -1.092 -3.636
H 1.965 -3.262 -4.304
H 3.725 -3.362 -4.401
H 2.828 -2.379 -5.568
N -0.632 4.364 5.552
C -0.466 3.414 4.908
C -0.230 2.235 4.166
C 0.396 1.072 4.767
C 0.629 -0.001 3.928
C 0.283 0.031 2.591
N -0.360 1.141 2.020
C -0.596 2.168 2.822
H 0.656 1.063 5.816
H 1.097 -0.901 4.312
H 0.507 -0.783 1.921
H -1.129 3.003 2.386
C -0.362 -2.570 -2.029
C -0.454 -2.206 -0.534
C -1.942 -2.255 -0.111
C 0.272 -3.290 0.288
N 0.139 -0.906 -0.223
H -0.683 -3.607 -2.175
H 0.655 -2.469 -2.401
H -1.016 -1.926 -2.616
H -2.487 -2.993 -0.710
H -2.259 -0.426 0.779
H -1.971 -2.597 0.928
H -0.210 -4.259 0.128
H 0.219 -3.044 1.350
H 1.323 -3.371 0.014
C -5.759 -3.547 0.258
N -5.056 -3.038 1.410
C -4.032 -3.952 1.863
C -4.690 -1.608 1.318
C -4.163 -1.034 0.020
C -5.022 -0.544 -0.894
C -4.632 0.171 -2.080
C -3.304 0.435 -2.249
C -2.313 0.012 -1.343
C -2.662 -0.901 -0.168
H -6.133 -4.551 0.482
H -5.137 -3.603 -0.649
H -6.614 -2.909 0.028
H -4.506 -4.870 2.226
H -3.479 -3.508 2.692
H -3.307 -4.240 1.086
H -3.959 -1.421 2.111
H -5.594 -1.049 1.586
H -6.088 -0.649 -0.695
H -5.378 0.535 -2.774
H -2.985 1.006 -3.118
H -1.305 -0.050 -1.741
```

Computed properties:
- <S²>: 3.804
- Charge: -2
- Lowest unoccupied orbital energy (alpha / beta): 4.1 / 4.0 eV
- Electronic energy: -3910.554136 Ha
- Highest occupied orbital energy (alpha / beta): -0.102 / -0.133 eV
- Spin multiplicity: 4

=====

Entry 4:
The following is a quantum chemistry calculation of a molecular structure, C36H60N5PSiV, from the OMol25 dataset.

Geometry as XYZ:
```
104
C36H60N5PSiV the ωB97M-V functional and the def2-TZVPD basis
V 9.557 13.015 13.288
C 6.062 11.557 13.413
C 6.175 10.339 12.532
C 5.441 10.488 11.168
C 7.501 9.643 12.406
C 7.478 8.234 12.364
C 8.620 7.503 12.383
C 9.852 8.128 12.490
C 9.926 9.495 12.534
C 11.243 10.190 12.828
C 11.728 9.703 14.200
C 12.303 9.947 11.760
C 8.759 10.293 12.328
N 8.905 11.658 12.047
C 8.406 12.211 10.903
C 8.308 13.600 10.856
N 8.628 14.231 12.007
C 8.724 15.649 12.062
C 9.813 16.282 12.694
C 10.199 17.548 12.343
C 9.390 18.366 11.568
C 8.150 17.870 11.235
C 7.782 16.527 11.405
C 6.320 16.249 11.063
C 6.039 15.837 9.602
C 5.534 15.338 11.996
C 10.486 15.583 13.831
C 10.897 16.577 14.921
C 11.736 14.767 13.407
H 5.004 11.628 13.787
H 6.353 12.495 12.943
H 6.632 11.409 14.362
H 5.602 9.584 13.086
H 6.082 10.577 10.304
H 4.705 11.344 11.135
H 4.822 9.603 10.912
H 6.477 7.716 12.309
H 8.584 6.425 12.329
H 10.712 7.543 12.576
H 11.005 11.282 12.876
H 12.063 8.645 14.185
H 10.925 9.742 14.960
H 12.572 10.302 14.552
H 12.703 8.891 11.761
H 13.157 10.587 11.958
H 11.870 10.158 10.772
H 8.010 11.553 10.088
H 8.074 14.129 9.931
H 11.157 17.938 12.701
H 9.678 19.378 11.263
H 7.416 18.534 10.780
H 5.878 17.267 11.185
H 6.273 14.765 9.400
H 6.626 16.406 8.860
H 4.970 16.003 9.374
H 5.761 14.300 11.786
H 4.469 15.501 11.812
H 5.673 15.594 13.083
H 9.678 14.955 14.274
H 11.792 17.129 14.633
H 11.123 16.064 15.865
H 10.120 17.354 15.085
H 12.268 15.296 12.611
H 11.445 13.723 13.065
H 12.309 14.721 14.308
C 14.704 11.836 7.592
N 13.294 11.974 7.063
C 13.127 13.295 6.410
N 13.474 14.377 7.314
C 14.829 14.227 7.873
N 15.051 12.916 8.525
C 14.353 12.851 9.813
P 12.545 13.080 9.438
C 12.279 11.766 8.177
C 12.541 14.650 8.346
H 15.430 11.806 6.765
H 14.804 10.845 8.097
H 13.144 11.231 6.373
H 12.078 13.358 6.105
H 13.778 13.331 5.494
H 14.937 15.036 8.612
H 15.599 14.317 7.112
H 14.741 13.691 10.410
H 14.552 11.925 10.341
H 11.265 11.762 7.763
H 12.406 10.758 8.612
H 12.842 15.495 8.957
H 11.509 14.882 7.966
C 7.442 14.743 16.213
Si 8.671 13.395 16.673
C 9.948 14.048 17.834
C 7.728 11.970 17.472
C 9.499 12.428 15.189
H 6.417 14.459 16.631
H 7.370 14.802 15.103
H 7.707 15.752 16.575
H 9.597 15.001 18.236
H 10.913 14.215 17.297
H 10.042 13.267 18.626
H 7.523 12.321 18.501
H 8.416 11.097 17.467
H 6.752 11.735 16.940
H 8.958 11.455 15.239
H 10.558 12.138 15.486
```

Computed properties:
- <S²>: 2.351
- Charge: +1
- Lowest unoccupied orbital energy (alpha / beta): -3.0 / -3.0 eV
- Energy above the lowest of the compared OMol25 structures with the same formula, charge and spin: 0.0 kcal per mole
- Electronic energy: -3256.029849 Ha
- Highest occupied orbital energy (alpha / beta): -8.411 / -8.413 eV
- Spin multiplicity: 3

=====

Q: Which formula does entry 4 have?
A: C36H60N5PSiV

=====

Q: Which of these has the lowest electronic energy?
A: C36H58ClO26PS

=====

Q: Which value of spin multiplicity does entry 2 give?
A: 1